7
Properties=species:S:1:pos:R:3 method="wB97M-V/def2-TZVPD" e_lumo_ev=-0.11 charge=0 de_lowest_ev=1.181 total_energy_ha=-687.90495
N 3.59337 0.60384 0.09976
Si -1.34638 -0.01532 0.01829
P 2.86805 -0.50118 -0.48760
H -1.06719 -0.72911 -1.12444
H -2.70384 -0.02291 0.63491
H -0.50475 -0.60719 1.14480
H -0.83924 1.27186 -0.28572